{"formula": "C25H55ClN8O23S2Si", "method": "ωB97M-V/def2-TZVPD", "homo_ev": -9.28, "gap_ev": 8.8457, "smiles": "CCOC(=O)CCC[C@H]1[C@@H](CC(=O)Cl)S(=O)(=O)OC[C@]1(S)CCO[Si](C)(C)C.C[N+](=O)[O-].C[N+](=O)[O-].C[N+](=O)[O-].C[N+](=O)[O-].C[N+](=O)[O-].C[N+](=O)[O-].C[N+](=O)[O-].C[N+](=O)[O-]", "max_force_ev_per_a": 2.7, "charge": 0, "symbols": ["C", "C", "O", "C", "O", "C", "C", "C", "C", "C", "C", "C", "O", "Cl", "S", "O", "O", "O", "C", "C", "S", "C", "C", "O", "Si", "C", "C", "C", "H", "H", "H", "H", "H", "H", "H", "H", "H", "H", "H", "H", "H", "H", "H", "H", "H", "H", "H", "H", "H", "H", "H", "H", "H", "H", "H", "H", "H", "H", "H", "C", "N", "O", "O", "H", "H", "H", "C", "N", "O", "O", "H", "H", "H", "C", "N", "O", "O", "H", "H", "H", "C", "N", "O", "O", "H", "H", "H", "C", "N", "O", "O", "H", "H", "H", "C", "N", "O", "O", "H", "H", "H", "C", "N", "O", "O", "H", "H", "H", "C", "N", "O", "O", "H", "H", "H"], "coordinates": [[5.509, 3.343, 2.502], [4.470, 4.114, 1.642], [3.803, 3.329, 0.631], [4.603, 2.379, 0.073], [5.631, 2.650, -0.451], [4.167, 0.897, 0.053], [2.689, 0.842, -0.476], [1.973, -0.518, -0.244], [1.158, -0.660, 1.081], [1.972, -1.206, 2.306], [2.928, -2.365, 1.974], [3.120, -3.325, 3.168], [2.586, -3.195, 4.188], [4.199, -4.761, 3.007], [2.774, 0.116, 3.293], [2.122, 0.159, 4.580], [4.182, -0.118, 3.465], [2.441, 1.482, 2.513], [1.028, 1.682, 2.326], [0.293, 0.603, 1.467], [-0.595, 1.299, -0.013], [-0.875, 0.036, 2.405], [-1.945, 1.111, 2.750], [-3.123, 0.843, 1.987], [-4.228, 2.128, 1.940], [-3.482, 3.803, 1.466], [-5.248, 2.335, 3.525], [-5.463, 1.683, 0.557], [6.492, 3.440, 1.998], [5.606, 3.900, 3.455], [5.266, 2.282, 2.670], [3.670, 4.451, 2.335], [4.879, 5.046, 1.203], [4.799, 0.327, -0.652], [4.308, 0.422, 1.042], [2.145, 1.729, -0.117], [2.774, 0.972, -1.593], [1.237, -0.620, -1.066], [2.720, -1.317, -0.420], [0.402, -1.452, 0.879], [1.212, -1.620, 2.998], [2.514, -2.979, 1.151], [3.930, -2.024, 1.643], [0.916, 2.687, 1.877], [0.581, 1.772, 3.338], [-0.685, 2.634, 0.256], [-1.324, -0.867, 1.956], [-0.358, -0.219, 3.358], [-2.192, 0.988, 3.831], [-1.583, 2.154, 2.635], [-4.240, 4.606, 1.442], [-2.752, 4.090, 2.260], [-2.929, 3.776, 0.506], [-6.207, 2.804, 3.224], [-4.786, 3.034, 4.256], [-5.442, 1.382, 4.050], [-4.980, 1.993, -0.394], [-5.606, 0.581, 0.498], [-6.409, 2.246, 0.659], [0.756, 1.202, -5.055], [0.793, 0.222, -3.935], [-0.181, -0.491, -3.777], [1.797, 0.203, -3.251], [-0.191, 1.105, -5.569], [0.862, 2.195, -4.627], [1.585, 0.969, -5.720], [-5.409, -3.037, -1.392], [-5.373, -1.563, -1.206], [-6.387, -1.016, -0.812], [-4.323, -1.005, -1.462], [-6.398, -3.398, -1.128], [-5.183, -3.234, -2.440], [-4.654, -3.470, -0.740], [-2.352, -2.342, -5.066], [-3.718, -2.545, -4.516], [-4.541, -1.675, -4.716], [-3.917, -3.576, -3.899], [-2.325, -1.390, -5.584], [-1.659, -2.346, -4.229], [-2.150, -3.163, -5.750], [7.898, -1.100, -0.664], [6.950, -2.236, -0.841], [5.783, -1.964, -1.059], [7.411, -3.355, -0.755], [7.349, -0.168, -0.766], [8.330, -1.188, 0.329], [8.660, -1.187, -1.434], [1.913, -1.378, 7.836], [0.868, -0.682, 8.635], [0.099, -1.372, 9.278], [0.858, 0.532, 8.587], [1.801, -2.449, 7.975], [1.767, -1.105, 6.793], [2.881, -1.041, 8.198], [-0.018, -4.965, 4.548], [-0.951, -6.115, 4.394], [-2.124, -5.864, 4.196], [-0.468, -7.226, 4.476], [-0.583, -4.043, 4.453], [0.435, -5.039, 5.533], [0.731, -5.043, 3.766], [0.053, 2.777, -8.888], [0.224, 3.321, -7.512], [1.173, 4.049, -7.309], [-0.607, 2.993, -6.684], [0.859, 3.149, -9.511], [0.087, 1.692, -8.818], [-0.912, 3.116, -9.256], [-7.104, -0.345, -6.815], [-6.587, 0.224, -8.090], [-5.976, -0.523, -8.832], [-6.813, 1.399, -8.298], [-6.829, -1.394, -6.764], [-6.650, 0.212, -6.000], [-8.184, -0.229, -6.818]], "lowdin_charge": [-0.06, -0.20, -0.04, -0.50, 0.13, -0.06, -0.18, -0.16, -0.26, -0.26, -0.13, -0.79, 0.05, 0.64, 0.68, -0.27, -0.25, -0.22, -0.18, -0.61, 0.87, -0.16, -0.29, -0.24, 0.44, -0.17, -0.17, -0.16, 0.08, 0.09, 0.07, 0.12, 0.12, 0.10, 0.09, 0.08, 0.11, 0.08, 0.12, 0.15, 0.12, 0.14, 0.12, 0.13, 0.13, -0.10, 0.13, 0.11, 0.13, 0.09, 0.04, 0.03, 0.02, 0.03, 0.03, 0.04, 0.04, 0.01, 0.04, 0.04, -0.41, 0.06, 0.05, 0.08, 0.11, 0.11, 0.04, -0.43, 0.05, 0.06, 0.10, 0.05, 0.11, 0.05, -0.42, 0.07, 0.04, 0.09, 0.09, 0.10, 0.05, -0.44, 0.05, 0.07, 0.09, 0.10, 0.10, 0.05, -0.45, 0.06, 0.06, 0.09, 0.08, 0.10, 0.04, -0.45, 0.06, 0.07, 0.09, 0.10, 0.08, 0.05, -0.44, 0.08, 0.03, 0.10, 0.10, 0.10, 0.04, -0.45, 0.06, 0.06, 0.09, 0.10, 0.10]}

***

{"formula": "C11H23BiF5NO3P2Te", "method": "ωB97M-V/def2-TZVPD", "homo_ev": -14.60, "gap_ev": 4.3613, "max_force_ev_per_a": 4.1, "relative_energy_ev": 1.4877, "charge": 2, "symbols": ["Bi", "P", "C", "C", "N", "C", "C", "C", "C", "C", "P", "H", "H", "H", "H", "H", "H", "H", "H", "O", "H", "H", "O", "H", "C", "H", "H", "H", "C", "H", "H", "H", "C", "H", "H", "H", "C", "H", "H", "H", "F", "Te", "F", "F", "F", "F", "O"], "coordinates": [[0.180, -0.964, 0.119], [-2.405, 0.110, -0.584], [-2.170, 0.424, -2.372], [-0.859, 1.082, -2.722], [0.241, 0.805, -1.979], [1.422, 1.339, -2.332], [1.575, 2.132, -3.478], [0.459, 2.397, -4.278], [-0.772, 1.864, -3.889], [2.646, 1.099, -1.444], [2.608, -0.453, -0.464], [-1.683, 2.002, -4.479], [2.580, 2.517, -3.673], [0.570, 2.984, -5.194], [3.576, 1.076, -2.043], [2.728, 1.935, -0.724], [-2.179, -0.700, -2.760], [-3.015, 0.975, -2.819], [-1.055, -2.329, -2.577], [-2.018, -1.988, -3.162], [-1.935, -1.917, -4.139], [-1.363, -1.798, 0.611], [-0.125, -2.526, -1.791], [-0.132, -3.498, -1.648], [3.179, -1.752, -1.571], [4.186, -1.494, -1.923], [3.208, -2.701, -1.017], [2.485, -1.864, -2.414], [3.685, -0.262, 0.976], [3.645, -1.187, 1.572], [4.711, -0.098, 0.610], [3.357, 0.577, 1.608], [-2.830, 1.617, 0.297], [-3.838, 1.937, 0.010], [-2.779, 1.415, 1.378], [-2.094, 2.394, 0.059], [-3.847, -1.002, -0.511], [-4.041, -1.210, 0.552], [-4.726, -0.522, -0.974], [-3.620, -1.950, -1.024], [0.761, -1.092, 2.697], [0.166, 0.779, 3.145], [1.995, 1.296, 3.279], [-0.473, 2.525, 3.600], [-1.617, 0.099, 3.086], [0.218, 0.203, 4.966], [0.150, 1.070, 1.315]], "lowdin_charge": [1.60, 0.81, -0.29, -0.29, 0.03, -0.32, 0.00, 0.01, 0.02, -0.22, 0.82, 0.14, 0.13, 0.14, 0.13, 0.13, 0.00, 0.12, -0.02, -0.18, 0.08, 0.06, -0.35, 0.06, -0.19, 0.09, 0.08, 0.07, -0.18, 0.08, 0.10, 0.05, -0.23, 0.08, 0.04, 0.06, -0.20, 0.06, 0.09, 0.06, -0.50, 1.89, -0.35, -0.32, -0.37, -0.31, -0.72]}